Entry 1:
Formula: C3H2F2O
Source: the Open Molecules 2025 dataset
Level of theory: ωB97M-V with the def2-TZVPD basis set

**Total energy**: -390.2788 hartree
**LUMO**: -0.498 eV
**Highest occupied orbital energy**: -0.3610 hartree
**ΔE to the lowest compared entry with this formula, charge and spin**: 477.6 kJ/mol
**HOMO-LUMO gap**: 9.3 eV
**Multiplicity**: 1

Positions of all 8 atoms, in Å:
C  -0.4883  1.3839  -0.6827
C  0.8769  -1.4762  -0.7248
C  -0.3195  0.2600  0.4401
O  0.8700  -0.5038  0.2038
F  -1.4646  2.1408  -0.3233
F  2.0800  -2.0737  -0.5839
H  -0.3189  0.5751  1.5378
H  -1.2355  -0.3059  0.1330

=====

Entry 2:
Formula: C3H2F2O2
Source: the Open Molecules 2025 dataset
Level of theory: ωB97M-V with the def2-TZVPD basis set

**Total energy**: -465.7188 hartree
**LUMO**: 0.471 eV
**Highest occupied orbital energy**: -0.3937 hartree
**ΔE to the lowest compared entry with this formula, charge and spin**: 20.8 kJ/mol
**HOMO-LUMO gap**: 11.2 eV
**Multiplicity**: 1

Positions of all 9 atoms, in Å:
O  1.3106  -1.1668  -0.7840
C  1.1960  -0.3352  0.1334
O  2.2537  -0.0222  0.9041
C  -0.0155  0.3066  0.6631
C  -1.1309  0.3953  -0.0504
F  -1.2850  -0.0965  -1.2880
F  -2.2651  0.8658  0.4501
H  3.0268  -0.5134  0.5342
H  0.1117  0.9012  1.5701

=====

Entry 3:
Formula: C3H2F3O3S
Source: the Open Molecules 2025 dataset
Level of theory: ωB97M-V with the def2-TZVPD basis set

**Total energy**: -1039.0468 hartree
**LUMO**: 3.017 eV
**Highest occupied orbital energy**: -0.1200 hartree
**Net charge**: -1
**ΔE to the lowest compared entry with this formula, charge and spin**: 111.0 kJ/mol
**HOMO-LUMO gap**: 6.3 eV
**Multiplicity**: 1

Positions of all 12 atoms, in Å:
C  4.0443  0.2773  -0.1083
C  -0.0491  -0.8994  0.0568
C  -0.7265  -2.1062  -0.1483
O  3.8115  1.3701  -0.1156
O  4.4602  -0.8115  -0.1283
O  1.1854  -0.9683  0.7126
F  0.0209  -3.0979  -0.6203
F  -0.8398  -2.9348  1.5183
F  -1.9122  -2.0926  -0.7748
S  -0.9493  0.5931  0.0737
H  1.1311  -1.6609  1.4887
H  -1.4278  0.7589  1.3684

=====

Entry 4:
Formula: C3H2F4
Source: the Open Molecules 2025 dataset
Level of theory: ωB97M-V with the def2-TZVPD basis set

**Total energy**: -514.9156 hartree
**LUMO**: 0.958 eV
**Highest occupied orbital energy**: -0.3789 hartree
**ΔE to the lowest compared entry with this formula, charge and spin**: 134.8 kJ/mol
**HOMO-LUMO gap**: 11.3 eV
**Multiplicity**: 1

Positions of all 9 atoms, in Å:
C  -0.6849  1.1926  -0.5254
C  -0.7267  0.1209  0.2467
F  -1.5777  -0.2480  1.0996
C  0.7907  -0.8694  0.2466
F  1.5281  -0.5590  -0.8425
F  0.4838  -2.1494  0.2105
F  1.3885  -0.5376  1.3419
H  -1.4821  1.7278  -0.7434
H  0.2804  1.3221  -1.0340

=====

Entry 5:
Formula: C3H2F4
Source: the Open Molecules 2025 dataset
Level of theory: ωB97M-V with the def2-TZVPD basis set

**Total energy**: -514.6197 hartree
**LUMO (spin up / spin down)**: 0.862 / -3.956 eV
**Highest occupied orbital energy (spin up / spin down)**: -0.1731 / -0.4151 hartree
**ΔE to the lowest compared entry with this formula, charge and spin**: 437.2 kJ/mol
**HOMO-LUMO gap (spin up / spin down)**: 5.6 / 7.3 eV
**Expectation value of S²**: 2.006
**Multiplicity**: 3

Positions of all 9 atoms, in Å:
C  3.0622  -0.1554  -0.1950
C  2.1945  0.5013  0.2986
C  -1.9674  -0.1197  -0.1254
F  1.2907  1.1803  0.9667
F  -1.8952  -1.0202  0.8595
F  -3.2425  0.0634  -0.2802
F  -1.4737  1.0561  0.2515
H  -1.3841  -0.5954  -1.0796
H  3.4155  -0.9103  -0.6960

=====

Entry 6:
Formula: C3H2F4
Source: the Open Molecules 2025 dataset
Level of theory: ωB97M-V with the def2-TZVPD basis set

**Total energy**: -514.7605 hartree
**LUMO (spin up / spin down)**: 0.815 / -1.762 eV
**Highest occupied orbital energy (spin up / spin down)**: -0.2985 / -0.3833 hartree
**ΔE to the lowest compared entry with this formula, charge and spin**: 67.6 kJ/mol
**HOMO-LUMO gap (spin up / spin down)**: 8.9 / 8.7 eV
**Expectation value of S²**: 2.014
**Multiplicity**: 3

Positions of all 9 atoms, in Å:
C  -0.7737  0.4040  -0.9864
C  -1.9574  0.4750  -0.4680
C  1.1930  -1.6234  0.0198
F  -2.7822  1.4566  -0.7457
F  -2.5547  -0.5221  0.1832
F  1.8634  -0.8593  0.8378
F  1.8659  -1.9896  -1.0671
H  -0.3506  1.0082  -1.7334
H  0.1612  -1.5936  -0.0186

=====

Entry 7:
Formula: C3H2FHgO3
Source: the Open Molecules 2025 dataset
Level of theory: ωB97M-V with the def2-TZVPD basis set

**Total energy**: -594.4105 hartree
**LUMO (spin up / spin down)**: -0.304 / -1.470 eV
**Highest occupied orbital energy (spin up / spin down)**: -0.2959 / -0.3864 hartree
**ΔE to the lowest compared entry with this formula, charge and spin**: 39.8 kJ/mol
**HOMO-LUMO gap (spin up / spin down)**: 7.7 / 9.0 eV
**Expectation value of S²**: 0.758
**Multiplicity**: 2

Positions of all 10 atoms, in Å:
C  -0.8972  -1.7453  0.2911
C  -1.6421  -0.7900  1.1730
O  -1.3454  0.4743  0.5640
C  -0.6375  0.3500  -0.5178
O  -0.4461  -0.9433  -0.7710
O  -0.6104  -2.8882  0.3870
H  -1.2678  -0.7983  2.2035
H  -2.7238  -0.9696  1.1566
F  2.4596  3.0677  0.3118
Hg  1.7357  1.8466  -1.0302

=====

Entry 8:
Formula: C3H2FIN2
Source: the Open Molecules 2025 dataset
Level of theory: ωB97M-V with the def2-TZVPD basis set

**Total energy**: -622.4368 hartree
**LUMO**: 0.296 eV
**Highest occupied orbital energy**: -0.2955 hartree
**ΔE to the lowest compared entry with this formula, charge and spin**: 353.2 kJ/mol
**HOMO-LUMO gap**: 8.3 eV
**Multiplicity**: 1

Positions of all 9 atoms, in Å:
C  1.0045  -1.0292  0.5686
C  -0.8266  1.5018  -0.4860
C  1.9878  -0.7050  -0.2745
N  -0.1614  -0.3773  0.8097
N  -0.5431  0.5202  0.0787
F  3.0506  -1.5393  -0.3275
I  2.3167  0.9437  -1.5458
H  1.1268  -1.9290  1.1559
H  -1.4380  2.0124  -1.1741

=====

Entry 9:
Formula: C3H2FIrO2
Source: the Open Molecules 2025 dataset
Level of theory: ωB97M-V with the def2-TZVPD basis set

**Total energy**: -469.5946 hartree
**LUMO (spin up / spin down)**: -4.955 / -7.808 eV
**Highest occupied orbital energy (spin up / spin down)**: -0.4478 / -0.5938 hartree
**Net charge**: +1
**HOMO-LUMO gap (spin up / spin down)**: 7.2 / 8.3 eV
**Expectation value of S²**: 8.763
**Multiplicity**: 6

Positions of all 9 atoms, in Å:
C  0.8923  -0.1019  0.1736
C  -1.4516  0.1061  0.4064
O  0.0216  0.7355  0.6459
O  0.3049  -1.1648  -0.3072
C  -1.1113  -1.2101  -0.0341
H  -2.0696  0.2610  1.2962
F  -1.9828  0.9592  -0.5947
H  -1.3124  -2.0162  0.6766
Ir  2.8900  0.2896  -0.1877

=====

Entry 10:
Formula: C3H2FLiNaO2
Source: the Open Molecules 2025 dataset
Level of theory: ωB97M-V with the def2-TZVPD basis set

**Total energy**: -535.4791 hartree
**LUMO**: -4.403 eV
**Highest occupied orbital energy**: -0.4023 hartree
**Net charge**: +1
**ΔE to the lowest compared entry with this formula, charge and spin**: 0.0 kJ/mol
**HOMO-LUMO gap**: 6.5 eV
**Multiplicity**: 1

Positions of all 10 atoms, in Å:
O  1.0128  0.8291  -0.0591
C  -0.2986  0.2510  0.0226
O  -0.6479  -0.1821  1.1626
Li  1.1273  0.2863  1.8656
Na  -2.7959  -0.1024  1.7722
C  0.8027  1.1480  -1.4688
C  -0.5734  0.5691  -1.3350
H  1.5122  0.5899  -2.0959
H  0.8693  2.2325  -1.6332
F  -1.6496  0.7544  -2.1015

=====

Entry 11:
Formula: C3H2FLuO2
Source: the Open Molecules 2025 dataset
Level of theory: ωB97M-V with the def2-TZVPD basis set

**Total energy**: -1600.4831 hartree
**LUMO**: -11.714 eV
**Highest occupied orbital energy**: -0.6819 hartree
**Net charge**: +2
**ΔE to the lowest compared entry with this formula, charge and spin**: 577.2 kJ/mol
**HOMO-LUMO gap**: 6.8 eV
**Multiplicity**: 1

Positions of all 9 atoms, in Å:
F  -2.8465  0.4298  -0.1594
O  1.3920  -1.2201  -0.0956
O  -0.3066  0.7970  -0.0177
C  0.2099  -1.5494  0.1456
C  -1.8437  -0.4036  -0.4015
C  -0.7683  -0.5205  0.4239
H  -0.1375  -2.5642  -0.1027
H  -2.2078  -1.4517  0.0990
Lu  1.8331  0.9302  -0.2104

=====

Entry 12:
Formula: C3H2FN
Source: the Open Molecules 2025 dataset
Level of theory: ωB97M-V with the def2-TZVPD basis set

**Total energy**: -269.8669 hartree
**LUMO (spin up / spin down)**: -1.541 / -3.903 eV
**Highest occupied orbital energy (spin up / spin down)**: -0.4139 / -0.3681 hartree
**ΔE to the lowest compared entry with this formula, charge and spin**: 604.2 kJ/mol
**HOMO-LUMO gap (spin up / spin down)**: 9.7 / 6.1 eV
**Multiplicity**: 1

Positions of all 7 atoms, in Å:
C  3.0973  2.1295  1.6027
C  0.2756  0.5344  0.1247
C  0.1458  1.3135  1.1235
N  3.7891  1.8989  0.7222
F  -0.8259  1.7864  1.8308
H  -0.5355  0.0883  -0.5647
H  1.1223  0.0291  -0.0894